Computed, not measured: a structure of composition C16H15NV at a distorted geometry, with wB97M-V/def2-TZVPD.

Last column: Mulliken spin population.
Cartesian coordinates (Å):
C 0.1414 -1.3574 -3.3927  0.137
C -1.1328 -1.3042 -2.7832  0.082
C -1.0813 -1.9879 -1.5510  -0.066
C 0.2385 -2.4750 -1.3638  0.039
C 1.0040 -2.1699 -2.5637  -0.083
V 0.6873 -0.4004 -1.4032  1.974
C -1.4540 1.9813 -2.7217  0.104
C -0.9192 2.7775 -3.6485  0.978
C 0.2067 3.1683 -4.2292  -0.109
N 2.3350 -0.1347 -1.2026  -0.209
H -1.9314 -2.0919 -0.8680  0.006
H -2.0243 -0.9001 -3.2694  -0.017
H 0.6146 -3.0319 -0.4919  0.015
H 2.0061 -2.5011 -2.8272  -0.005
H 0.4072 -0.9146 -4.3665  0.024
H -2.2773 1.3059 -2.9939  -0.014
H 3.1141 0.4121 -1.6781  0.031
H -1.1489 2.0390 -1.6614  0.026
H 0.2133 3.8534 -5.0773  -0.010
H 1.1698 2.7391 -3.9040  -0.023
C -0.0238 0.1668 0.3203  -0.465
C -0.0104 0.1050 1.5547  0.528
C -0.0322 0.1006 2.9355  -0.018
C -1.1071 0.6563 3.6665  0.033
C -1.0878 0.6511 5.0550  -0.018
C 0.0177 0.0700 5.7268  0.039
C 1.0862 -0.5220 5.0041  -0.018
C 1.0475 -0.5040 3.6213  0.030
H -1.9674 1.0740 3.1178  0.002
H -1.9254 1.0891 5.6262  0.000
H 0.0529 0.0784 6.8149  0.005
H 1.9339 -0.9942 5.5270  -0.001
H 1.8471 -0.9783 3.0269  0.003

ΔE to the lowest compared entry with this formula, charge and spin ... 0.0 kJ/mol
Calculated total energy ... -44004.7561 eV
Net charge ... -2
⟨S²⟩ ... 3.802
Multiplicity ... 4
Highest occupied orbital energy (spin up / spin down) ... 2.711 / -0.074 eV